1.
DFT (the ωB97M-V functional and the def2-TZVPD basis) results for a cluster of 2 separate species, C17H25F3N3O4PSi in total in a non-equilibrium geometry.

Computed properties:
Net charge ... +2
E_HOMO ... -13.9 eV
HOMO-LUMO gap ... 5.968 eV

```
54
Properties=species:S:1:pos:R:3:nbo_charge:R:1
C -4.810 4.835 4.494 -1.1312
Si -5.424 3.653 3.175 1.7101
C -6.551 4.584 2.000 -1.1317
C -6.498 2.365 4.065 -1.1057
N -4.091 2.692 2.339 -0.5638
C -3.382 1.840 3.109 0.0970
C -2.388 1.041 2.617 -0.2118
C -2.068 1.090 1.240 0.0120
C -1.012 0.189 0.680 0.1504
C 0.356 0.293 0.966 -0.2352
C 1.227 -0.616 0.420 0.1072
N 0.794 -1.615 -0.372 -0.5693
P 1.914 -2.837 -1.066 2.2794
N 2.261 -2.461 -2.519 -1.2292
O 3.248 -2.899 -0.190 -0.9272
O 1.190 -4.276 -1.094 -0.9157
C -0.513 -1.727 -0.679 0.1089
C -1.438 -0.850 -0.167 -0.2455
C -2.788 1.993 0.458 -0.2159
C -3.777 2.763 1.042 0.1174
H -4.573 5.840 4.111 0.2672
H -5.660 4.978 5.184 0.2784
H -3.963 4.464 5.093 0.2529
H -7.455 4.821 2.587 0.2850
H -6.884 3.904 1.201 0.2510
H -6.158 5.542 1.637 0.2673
H -7.444 2.832 4.366 0.2787
H -5.947 1.925 4.907 0.2444
H -6.722 1.582 3.317 0.2421
H -3.632 1.770 4.170 0.2556
H -1.829 0.343 3.238 0.2583
H 0.732 1.077 1.623 0.2720
H 2.303 -0.581 0.598 0.2744
H 1.744 -1.601 -2.715 0.3769
H 3.207 -3.565 0.521 0.5214
H 1.010 -4.612 -0.195 0.5072
H -0.850 -2.527 -1.344 0.2762
H -2.489 -0.994 -0.419 0.2697
H -2.569 2.087 -0.606 0.2638
H -4.352 3.442 0.411 0.2575
C 4.951 -3.431 -4.949 -0.6391
C 5.471 -2.685 -3.738 -0.0751
O 6.826 -3.063 -3.448 -0.4849
C 7.768 -2.449 -4.165 0.6907
O 7.569 -1.630 -5.011 -0.5303
C 9.158 -2.914 -3.712 0.8985
F 9.211 -4.243 -3.553 -0.3060
F 9.485 -2.357 -2.534 -0.3113
F 10.098 -2.579 -4.588 -0.2925
H 5.063 -4.508 -4.811 0.2169
H 3.899 -3.203 -5.117 0.2203
H 5.511 -3.162 -5.845 0.2309
H 4.883 -2.951 -2.862 0.1865
H 5.390 -1.605 -3.867 0.1951
```

=====

2.
DFT (the ωB97M-V functional and the def2-TZVPD basis) results for an isolated molecule of C17H25F3N4O3.

Computed properties:
E_HOMO ... -8.6 eV
ΔE to the lowest compared entry with this formula, charge and spin ... 12.5 kcal per mole
SMILES ... CCCNC(=O)[C@H](c1n[nH]cc1C)N1CC[C@@H](C(F)(F)F)C[C@H]1C(=O)OC
HOMO-LUMO gap ... 9.305 eV

```
52
Properties=species:S:1:pos:R:3:nbo_charge:R:1
C -0.753 0.316 -4.100 -0.6078
C 0.056 -0.974 -4.051 -0.3987
C 1.363 -0.824 -3.280 -0.2250
N 1.153 -0.506 -1.879 -0.6332
C 1.353 0.735 -1.372 0.6895
O 1.710 1.677 -2.054 -0.6283
C 1.080 0.958 0.131 -0.1840
C 2.384 1.097 0.860 0.1361
N 3.450 0.399 0.504 -0.2680
N 4.390 0.751 1.385 -0.3274
C 3.948 1.655 2.291 -0.0583
C 2.634 1.911 1.987 -0.1093
C 1.677 2.846 2.655 -0.6344
N 0.174 0.029 0.824 -0.4525
C 0.820 -1.210 1.261 -0.2065
C -0.134 -2.212 1.877 -0.3992
C -1.292 -2.441 0.920 -0.3101
C -2.202 -3.555 1.383 0.9874
F -2.745 -3.301 2.588 -0.3299
F -3.220 -3.757 0.525 -0.3283
F -1.538 -4.722 1.487 -0.3281
C -2.052 -1.132 0.793 -0.3915
C -1.166 0.001 0.249 -0.1366
C -1.901 1.322 0.507 0.8091
O -1.407 2.380 0.786 -0.5915
O -3.210 1.187 0.248 -0.5164
C -3.973 2.397 0.334 -0.2595
H -1.675 0.183 -4.666 0.2085
H -1.023 0.652 -3.097 0.1988
H -0.177 1.119 -4.561 0.2161
H -0.540 -1.776 -3.601 0.1882
H 0.295 -1.302 -5.066 0.2058
H 1.953 -1.741 -3.347 0.1956
H 1.957 -0.012 -3.698 0.2308
H 0.895 -1.244 -1.251 0.3900
H 0.606 1.936 0.152 0.2717
H 5.311 0.360 1.305 0.4060
H 4.590 2.043 3.064 0.2163
H 2.022 3.112 3.654 0.2147
H 1.560 3.768 2.082 0.2248
H 0.688 2.395 2.739 0.2350
H 1.372 -1.716 0.454 0.1582
H 1.580 -0.938 1.993 0.2233
H 0.410 -3.135 2.079 0.2288
H -0.526 -1.837 2.826 0.2155
H -0.913 -2.764 -0.057 0.2167
H -2.918 -1.233 0.144 0.2440
H -2.422 -0.860 1.785 0.2184
H -1.141 -0.094 -0.849 0.2060
H -4.993 2.118 0.092 0.1968
H -3.916 2.810 1.339 0.1953
H -3.595 3.132 -0.374 0.1970
```

=====

3.
DFT (the ωB97M-V functional and the def2-TZVPD basis) results for a structure of composition C17H25N5O4Os in a non-equilibrium geometry.

Computed properties:
E_HOMO (alpha / beta) ... -4.2 / -6.6 eV
ΔE to the lowest compared entry with this formula, charge and spin ... 410.2 kcal per mole
Spin multiplicity ... 5
HOMO-LUMO gap (alpha / beta) ... 4.111 / 6.443 eV

```
52
Properties=species:S:1:pos:R:3:lowdin_spin:R:1
Os -1.154 -0.224 -0.116 1.0287
C -2.749 3.328 1.847 0.0430
C -2.035 2.006 1.831 0.3063
O -1.864 1.368 0.792 0.2945
C -1.512 1.439 3.105 0.0749
C -1.655 2.087 4.343 0.1199
C -1.141 1.496 5.493 0.0079
C -0.492 0.270 5.396 0.1301
C -0.360 -0.360 4.151 0.0191
C -0.862 0.194 2.960 0.0943
O -0.752 -0.364 1.817 0.4276
H -3.059 3.581 0.828 -0.0006
H -2.081 4.115 2.205 0.0136
H -3.646 3.266 2.469 0.0116
H -2.160 3.042 4.421 0.0114
H -1.243 1.984 6.455 -0.0031
H -0.083 -0.209 6.279 0.0094
H 0.151 -1.320 4.094 0.0018
N -0.545 -3.982 -1.680 0.0102
C -0.414 -2.893 -0.889 0.0241
O -0.546 -1.735 -1.256 0.0010
C -0.073 -3.078 0.525 0.0741
C 0.168 -1.621 0.797 0.3779
H -0.714 -3.821 -2.664 0.0013
H -0.277 -4.908 -1.380 0.0007
H 0.826 -3.678 0.666 0.0044
H -0.923 -3.465 1.090 0.0127
H 1.187 -1.229 0.727 0.0213
H 0.005 -1.349 2.101 0.0645
O -2.233 0.951 -0.798 0.6962
C 1.592 -0.462 -1.016 0.0181
N 0.325 0.043 -1.526 0.0795
C -0.019 -0.677 -2.744 0.0004
N 1.021 -0.494 -3.748 0.0045
C 2.283 -0.995 -3.222 0.0003
N 2.643 -0.278 -2.007 0.0051
C 2.768 1.141 -2.311 0.0009
N 1.509 1.657 -2.830 0.0035
C 0.466 1.460 -1.833 0.0042
C 1.157 0.926 -4.039 0.0003
H 1.502 -1.522 -0.743 0.0043
H 1.857 0.042 -0.076 0.0007
H -0.990 -0.337 -3.131 -0.0014
H -0.165 -1.744 -2.532 -0.0004
H 3.078 -0.900 -3.975 0.0002
H 2.217 -2.074 -3.026 0.0001
H 3.579 1.310 -3.032 0.0002
H 3.073 1.701 -1.416 0.0001
H -0.488 1.873 -2.188 0.0004
H 0.691 2.031 -0.922 0.0002
H 1.912 1.088 -4.820 0.0000
H 0.227 1.321 -4.471 0.0001
```

=====

4.
DFT (the ωB97M-V functional and the def2-TZVPD basis) results for an isolated molecule of C17H25NO2 in a non-equilibrium geometry.

Computed properties:
E_HOMO ... -7.7 eV
ΔE to the lowest compared entry with this formula, charge and spin ... 123.7 kcal per mole
SMILES ... CCCC(=O)c1ccc(OC)c2c1[C@@H](N(C)C)CCC2
HOMO-LUMO gap ... 8.433 eV

```
45
Properties=species:S:1:pos:R:3:nbo_charge:R:1
C 3.467 0.881 -2.783 -0.6164
C 2.139 0.540 -2.140 -0.4153
C 1.700 -0.799 -2.592 -0.4909
C 0.399 -1.167 -1.898 0.5815
O 0.192 -2.310 -1.795 -0.5409
C -0.541 -0.281 -1.246 -0.0891
C -1.238 0.636 -2.012 -0.2072
C -2.290 1.318 -1.403 -0.2692
C -2.558 1.321 -0.035 0.3087
O -3.599 2.134 0.500 -0.5477
C -4.992 1.805 -0.075 -0.2553
C -1.733 0.454 0.810 -0.0600
C -0.724 -0.376 0.136 0.0829
C 0.176 -1.259 0.970 -0.1008
N 1.636 -0.811 1.019 -0.5108
C 2.702 -1.841 0.771 -0.4060
C 1.928 0.598 1.608 -0.4257
C -0.242 -1.466 2.505 -0.4077
C -1.078 -0.356 3.122 -0.3891
C -2.125 0.130 2.226 -0.4388
H 3.345 1.824 -3.408 0.2116
H 4.172 1.174 -1.996 0.2026
H 3.999 0.033 -3.276 0.2070
H 1.319 1.324 -2.410 0.2059
H 2.427 0.524 -1.088 0.2231
H 1.463 -0.765 -3.609 0.2191
H 2.450 -1.553 -2.418 0.2272
H -1.094 0.866 -3.066 0.2198
H -2.815 2.035 -1.972 0.2115
H -4.935 0.753 -0.316 0.1959
H -5.320 2.566 -0.858 0.1932
H -5.712 1.867 0.710 0.1917
H 0.056 -2.353 0.555 0.2541
H 3.717 -1.430 0.556 0.2001
H 2.449 -2.462 -0.085 0.2066
H 2.807 -2.474 1.689 0.1715
H 2.108 0.456 2.694 0.1835
H 1.058 1.302 1.257 0.2197
H 2.776 1.137 1.310 0.1998
H -0.767 -2.392 2.592 0.1961
H 0.645 -1.679 3.112 0.2120
H -0.379 0.473 3.403 0.1967
H -1.625 -0.730 3.982 0.2102
H -2.458 1.010 2.724 0.2304
H -2.910 -0.658 2.232 0.2087
```